Formula: C8H10N2O2
Source: OMol25
Level of theory: ωB97M-V/def2-TZVPD

XYZ file:
```
22
Properties=species:S:1:pos:R:3
C 3.01 -0.79 -0.31
C 2.46 0.31 0.55
O 2.97 0.70 1.55
O 1.31 0.91 0.08
C 0.13 0.67 0.84
C -0.99 -0.01 0.01
C -1.71 -1.08 0.86
C -0.41 -0.69 -1.15
N -0.01 -1.30 -2.04
C -2.05 1.03 -0.45
C -1.86 1.57 -1.80
N -1.71 1.98 -2.86
H 3.86 -0.39 -0.87
H 3.38 -1.58 0.35
H 2.28 -1.18 -1.02
H -0.21 1.64 1.20
H 0.37 0.06 1.72
H -2.34 -1.70 0.22
H -2.32 -0.61 1.63
H -0.98 -1.74 1.34
H -3.05 0.59 -0.41
H -2.04 1.88 0.24
```

- structure (SMILES) = CC(=O)OC[C@](C)(C#N)CC#N
- LUMO (eV) = 0.37
- energy above the lowest of the compared OMol25 structures with the same formula, charge and spin (kcal/mol) = 40.2
- frontier orbital gap (eV) = 11.21

***

Formula: C21H32GeN7O2SZn
Source: OMol25
Level of theory: ωB97M-V/def2-TZVPD

XYZ file:
```
65
Properties=species:S:1:pos:R:3
Zn 0.38 -0.21 0.66
N -4.72 -6.06 1.46
C -4.04 -4.86 1.76
C -4.58 -3.94 2.65
C -3.93 -2.75 2.91
C -2.73 -2.47 2.27
C -2.18 -3.38 1.37
C -2.84 -4.56 1.11
S -1.85 -0.99 2.68
O -0.52 -1.39 3.04
O -2.65 -0.27 3.63
N -1.73 -0.28 1.22
C -2.10 1.02 0.93
N -1.41 1.52 -0.11
C -1.70 2.75 -0.50
C -2.67 3.51 0.12
C -3.34 2.89 1.16
N -3.09 1.65 1.57
H -5.35 -6.37 2.17
H -4.12 -6.80 1.14
H -5.52 -4.17 3.14
H -4.33 -2.03 3.60
H -1.25 -3.14 0.86
H -2.42 -5.27 0.40
H -1.12 3.14 -1.33
H -2.88 4.53 -0.18
H -4.14 3.41 1.68
C 4.19 2.83 0.72
Ge 2.32 2.21 0.49
C 1.33 3.48 1.66
C 1.85 2.79 -1.35
C 2.19 0.33 0.59
H 4.36 3.82 0.29
H 4.84 2.11 0.22
H 4.47 2.86 1.77
H 1.44 4.50 1.28
H 1.72 3.43 2.67
H 0.26 3.24 1.70
H 1.79 3.88 -1.45
H 0.89 2.36 -1.65
H 2.61 2.42 -2.04
H 2.60 0.00 1.56
C -2.09 -1.43 -4.00
C -2.29 -0.63 -2.73
N -1.72 -1.39 -1.64
C -0.44 -1.88 -1.74
N 0.24 -2.06 -0.65
C 1.54 -2.70 -0.67
C 1.81 -3.46 -1.97
C 1.40 -2.58 -3.13
N -0.01 -2.24 -3.00
C -0.60 -1.64 -4.19
H -2.51 -0.91 -4.87
H -2.59 -2.40 -3.89
H -3.35 -0.47 -2.51
H -1.82 0.36 -2.82
H -1.92 -1.08 -0.69
H 1.59 -3.38 0.18
H 2.30 -1.93 -0.51
H 1.22 -4.39 -2.00
H 2.86 -3.72 -2.04
H 1.52 -3.10 -4.09
H 2.02 -1.68 -3.15
H -0.40 -2.31 -5.03
H -0.12 -0.68 -4.41
```

- charge = -1
- LUMO (eV) = 2.58
- energy above the lowest of the compared OMol25 structures with the same formula, charge and spin (kcal/mol) = 9.2
- frontier orbital gap (eV) = 5.05

***

Formula: C5H7NO
Source: OMol25
Level of theory: ωB97M-V/def2-TZVPD

XYZ file:
```
14
Properties=species:S:1:pos:R:3
C 1.02 0.78 -1.08
C -0.26 0.22 -0.47
C -0.66 -1.17 -0.92
C 0.17 -0.34 2.14
O -1.23 1.24 -0.49
N -0.54 -1.78 0.21
C -0.14 -0.60 0.88
H -2.03 0.93 -0.04
H -0.92 -1.60 -1.87
H 1.37 0.15 -1.90
H 1.81 0.84 -0.33
H 0.82 1.77 -1.47
H 0.37 0.67 2.46
H 0.20 -1.12 2.88
```

- LUMO (eV) = 0.68
- energy above the lowest of the compared OMol25 structures with the same formula, charge and spin (kcal/mol) = 56.9
- frontier orbital gap (eV) = 10.15

***

Formula: C16H32O4S3
Source: OMol25
Level of theory: ωB97M-V/def2-TZVPD

XYZ file:
```
55
Properties=species:S:1:pos:R:3
C 2.83 1.53 -5.61
C 1.47 1.99 -5.13
C 0.70 0.86 -4.45
C -0.64 1.34 -3.89
C -1.52 0.21 -3.35
C -0.80 -0.64 -2.32
H 0.02 -1.19 -2.76
H -1.49 -1.32 -1.81
S -0.05 0.48 -1.06
O -1.18 1.17 -0.43
C 0.33 -0.83 0.23
C 1.25 -1.92 -0.25
H 0.94 -2.41 -1.17
H 1.44 -2.66 0.53
S 2.74 -0.94 -0.53
O 3.96 -1.69 -0.44
O 2.53 -0.17 -1.73
C 2.51 0.14 0.93
C 1.05 -0.03 1.31
H 0.55 0.93 1.43
S 0.91 -0.95 2.96
O 0.28 -2.23 2.65
C -0.43 0.11 3.68
C -1.74 0.00 2.92
C -2.90 0.64 3.68
C -4.19 0.56 2.89
C -5.36 1.21 3.62
C -6.65 1.13 2.81
H -6.92 0.09 2.63
H -6.53 1.63 1.85
H -7.47 1.61 3.35
H -5.12 2.26 3.81
H -5.50 0.73 4.59
H -4.43 -0.49 2.69
H -4.05 1.05 1.92
H -2.66 1.69 3.89
H -3.02 0.13 4.65
H -1.95 -1.06 2.76
H -1.65 0.49 1.95
H -0.56 -0.26 4.70
H -0.04 1.12 3.73
H 2.77 1.15 0.65
H 3.19 -0.22 1.70
H -0.63 -1.20 0.59
H -1.85 -0.43 -4.17
H -2.40 0.65 -2.88
H -0.45 2.05 -3.08
H -1.19 1.87 -4.67
H 1.32 0.46 -3.66
H 0.52 0.06 -5.18
H 1.59 2.81 -4.41
H 0.89 2.38 -5.97
H 3.38 2.35 -6.06
H 2.73 0.74 -6.35
H 3.41 1.14 -4.77
```

- LUMO (eV) = 0.45
- energy above the lowest of the compared OMol25 structures with the same formula, charge and spin (kcal/mol) = 0.0
- frontier orbital gap (eV) = 9.51

***

What did the third record say?
Formula: C5H7NO
Source: OMol25
Level of theory: ωB97M-V/def2-TZVPD

XYZ file:
```
14
Properties=species:S:1:pos:R:3
C 1.02 0.78 -1.08
C -0.26 0.22 -0.47
C -0.66 -1.17 -0.92
C 0.17 -0.34 2.14
O -1.23 1.24 -0.49
N -0.54 -1.78 0.21
C -0.14 -0.60 0.88
H -2.03 0.93 -0.04
H -0.92 -1.60 -1.87
H 1.37 0.15 -1.90
H 1.81 0.84 -0.33
H 0.82 1.77 -1.47
H 0.37 0.67 2.46
H 0.20 -1.12 2.88
```

- LUMO (eV) = 0.68
- energy above the lowest of the compared OMol25 structures with the same formula, charge and spin (kcal/mol) = 56.9
- frontier orbital gap (eV) = 10.15

***

Question: LUMO of number 4 (C16H32O4S3)?
Answer: 0.45 eV

***

Question: Which value of LUMO does entry 3 give?
Answer: 0.68 eV